# 1
C22H28N6O2S in the gas phase, computed with ωB97M-V/def2-TZVPD.

```
59
Properties=species:S:1:pos:R:3
C 2.609 0.428 -2.660
N 2.784 0.542 -1.364
C 1.803 0.032 -0.607
C 0.680 -0.582 -1.173
C 0.609 -0.663 -2.574
N 1.598 -0.136 -3.301
N -0.436 -1.237 -3.198
H -1.113 -1.713 -2.621
C -0.534 -1.386 -4.628
H -0.206 -2.393 -4.918
H 0.139 -0.654 -5.074
C -1.964 -1.169 -5.136
N -2.254 0.236 -5.352
C -3.377 0.490 -6.239
C -4.732 0.280 -5.549
H -5.552 0.581 -6.204
O -4.843 1.082 -4.392
C -3.791 0.821 -3.485
C -2.422 1.031 -4.144
H -1.625 0.801 -3.440
H -2.334 2.081 -4.440
H -3.930 1.513 -2.654
H -3.879 -0.209 -3.104
H -4.860 -0.781 -5.282
H -3.300 -0.150 -7.119
H -3.305 1.535 -6.557
H -2.663 -1.667 -4.443
H -2.052 -1.664 -6.107
S -0.470 -1.162 0.016
C 0.564 -0.575 1.302
N 0.237 -0.707 2.565
C 1.072 -0.251 3.507
N 0.693 -0.491 4.804
C 0.864 0.500 5.846
H 1.755 1.097 5.677
C -0.368 1.417 5.894
H -0.293 2.123 6.723
O -1.548 0.681 6.108
C -1.733 -0.289 5.096
H -2.645 -0.827 5.355
C -0.534 -1.239 5.023
H -0.667 -1.948 4.209
H -0.429 -1.770 5.974
H -1.860 0.202 4.120
H -0.437 1.974 4.945
H 0.958 -0.028 6.801
C 2.305 0.329 3.141
C 2.622 0.471 1.802
C 1.737 0.031 0.821
C 3.976 1.072 1.613
H 3.870 2.135 1.386
H 4.514 0.611 0.787
C 4.631 0.851 2.982
H 5.145 -0.111 2.988
H 5.354 1.626 3.230
C 3.460 0.811 3.981
H 3.264 1.820 4.360
H 3.666 0.154 4.826
H 3.388 0.841 -3.288
```

Orbital gap ... 8.44 eV
HOMO ... -7.853 eV
SMILES ... c1nc(NCCN2CCOCC2)c2sc3nc(N4CCOCC4)c4c(c3c2n1)CCC4
LUMO ... 0.6 eV
Relative energy (zero: lowest compared OMol25 entry of this formula, charge and spin) ... 5.7 kcal per mole
2S+1 ... 1

***

# 2
A molecular structure, C38H39CoN2OSSiTe, computed with ωB97M-V/def2-TZVPD.

```
84
Properties=species:S:1:pos:R:3
Co -1.362 -0.562 -0.442
C 2.884 3.858 -1.476
C 2.785 3.918 0.052
C 3.412 5.233 0.515
C 3.579 2.755 0.663
C 1.319 3.794 0.471
C 0.691 4.766 1.267
C -0.633 4.656 1.643
C -1.337 3.533 1.232
S -2.974 3.094 1.565
C -2.761 1.628 0.694
N -1.583 1.454 0.175
C -0.735 2.538 0.463
C 0.590 2.681 0.069
C -3.809 0.591 0.639
C -5.087 0.824 1.142
C -5.986 -0.228 1.185
C -5.584 -1.479 0.717
C -4.313 -1.670 0.193
C -3.368 -0.638 0.143
H 3.928 3.946 -1.786
H 2.317 4.672 -1.934
H 2.505 2.916 -1.869
H 4.440 5.286 0.151
H 3.444 5.310 1.604
H 2.875 6.099 0.122
H 4.617 2.784 0.321
H 3.160 1.790 0.372
H 3.571 2.814 1.754
H 1.245 5.632 1.598
H -1.103 5.422 2.246
H 1.043 1.901 -0.531
H -5.388 1.808 1.490
H -6.983 -0.080 1.580
H -6.280 -2.310 0.766
H -4.046 -2.658 -0.176
C -0.937 -4.359 -3.439
Si -1.424 -2.709 -2.727
C -0.552 -1.401 -3.742
C -3.239 -2.475 -3.047
N -1.064 -2.430 -1.054
C -0.941 -3.352 -0.010
C -0.983 -4.743 -0.148
C -0.878 -5.601 0.941
C -0.729 -5.100 2.221
C -0.683 -3.721 2.401
C -0.787 -2.891 1.308
O -0.725 -1.500 1.439
C -0.601 -0.913 2.688
C 0.666 -0.689 3.194
C 0.792 0.002 4.393
C -0.339 0.456 5.061
C -1.601 0.209 4.537
C -1.741 -0.484 3.340
H -1.054 -4.295 -4.525
H -1.574 -5.174 -3.089
H 0.104 -4.617 -3.226
H -0.878 -1.466 -4.785
H 0.535 -1.526 -3.720
H -0.783 -0.388 -3.391
H -3.409 -2.476 -4.129
H -3.597 -1.524 -2.643
H -3.848 -3.270 -2.607
H -1.102 -5.161 -1.137
H -0.913 -6.671 0.776
H -0.652 -5.761 3.074
H -0.572 -3.295 3.390
H 1.531 -1.046 2.649
H 1.777 0.192 4.799
H -0.235 1.001 5.991
H -2.484 0.562 5.054
H -2.713 -0.691 2.907
Te 1.527 -1.174 -0.763
C 3.168 -0.393 -1.827
C 4.441 -0.497 -1.263
C 5.539 0.051 -1.916
C 5.381 0.674 -3.148
C 4.122 0.749 -3.727
C 3.017 0.227 -3.066
H 4.577 -1.005 -0.316
H 6.522 -0.024 -1.467
H 6.238 1.097 -3.656
H 3.995 1.224 -4.692
H 2.035 0.305 -3.519
```

Orbital gap (spin up / spin down) ... 7.27 / 5.47 eV
Expectation value of S² ... 6.02
HOMO (spin up / spin down) ... -7.136 / -7.097 eV
LUMO (spin up / spin down) ... 0.1 / -1.6 eV
Relative energy (zero: lowest compared OMol25 entry of this formula, charge and spin) ... 23.4 kcal per mole
2S+1 ... 5

***

# 3
A molecular structure, C17H35AuN3S2Si4, computed with ωB97M-V/def2-TZVPD.

```
62
Properties=species:S:1:pos:R:3
Au -0.048 1.551 0.094
C 4.463 3.817 -1.130
S 3.565 4.609 0.232
C 2.018 3.762 0.125
S 2.169 1.999 0.149
N 0.954 4.496 0.122
N -0.174 3.695 0.116
C -1.334 4.210 0.101
C -2.471 3.259 0.029
C -3.767 3.717 -0.049
C -4.805 2.792 -0.166
C -4.501 1.450 -0.207
C -3.168 1.059 -0.117
N -2.178 1.928 0.008
H 5.453 4.268 -1.117
H 3.981 4.037 -2.079
H 4.564 2.746 -0.981
H -1.509 5.281 0.116
H -3.963 4.780 -0.026
H -5.830 3.132 -0.231
H -5.268 0.695 -0.305
H -2.881 0.019 -0.148
C 2.481 -3.442 0.246
Si 2.446 -1.573 0.098
C 3.432 -0.878 1.531
C 3.243 -1.133 -1.541
Si 0.167 -0.827 0.142
Si -0.809 -1.402 -1.949
C 0.078 -0.421 -3.275
C -2.652 -1.109 -2.154
C -0.498 -3.239 -2.154
Si -0.740 -1.422 2.273
C -2.505 -0.940 2.693
C 0.373 -0.686 3.583
C -0.670 -3.295 2.300
H 3.519 -3.783 0.178
H 1.922 -3.937 -0.547
H 2.092 -3.790 1.201
H 4.490 -1.083 1.345
H 3.167 -1.365 2.469
H 3.322 0.197 1.665
H 4.320 -1.299 -1.452
H 3.089 -0.098 -1.849
H 2.878 -1.782 -2.338
H 0.096 0.648 -3.051
H -0.429 -0.553 -4.235
H 1.110 -0.750 -3.393
H -2.919 -0.051 -2.174
H -3.254 -1.615 -1.397
H -2.932 -1.530 -3.124
H 0.568 -3.457 -2.199
H -0.947 -3.600 -3.084
H -0.926 -3.818 -1.333
H -2.654 0.138 2.769
H -2.715 -1.364 3.679
H -3.241 -1.357 2.003
H 0.556 0.379 3.425
H 1.340 -1.188 3.603
H -0.083 -0.806 4.569
H -1.281 -3.733 1.506
H -1.048 -3.674 3.253
H 0.347 -3.663 2.180
```

Orbital gap ... 7.04 eV
HOMO ... -11.356 eV
Charge ... +1
LUMO ... -4.3 eV
Relative energy (zero: lowest compared OMol25 entry of this formula, charge and spin) ... 0.0 kcal per mole
2S+1 ... 1

***

# 4
C5H8O2 in the gas phase, computed with ωB97M-V/def2-TZVPD.

```
15
Properties=species:S:1:pos:R:3
O 1.543 -1.023 1.377
C 1.145 0.132 0.673
C 0.928 -0.077 -0.849
C -0.571 -0.117 -0.576
C -1.718 -0.106 -1.472
O -1.302 -1.301 -0.813
C -0.373 0.405 0.842
H 1.832 -1.691 0.747
H 1.806 0.964 0.941
H 1.336 -0.997 -1.284
H 1.249 0.777 -1.454
H -2.667 0.309 -1.130
H -1.563 -0.090 -2.552
H -0.851 -0.194 1.620
H -0.624 1.464 0.965
```

Orbital gap ... 11.02 eV
HOMO ... -10.085 eV
SMILES ... O[C@H]1C[C@]2(CO2)C1
LUMO ... 0.9 eV
Relative energy (zero: lowest compared OMol25 entry of this formula, charge and spin) ... 53.9 kcal per mole
2S+1 ... 1

***

# 5
2 unconnected molecules or ions with the total composition C3Cl4FO2, computed with ωB97M-V/def2-TZVPD.

```
10
Properties=species:S:1:pos:R:3
C -1.494 -1.002 -0.319
C 0.022 -0.726 0.208
C 1.715 2.052 0.026
O -1.647 -2.201 0.008
O -2.073 -0.161 -0.874
F 0.137 -0.919 1.571
Cl 1.262 -1.487 -0.627
Cl 1.390 2.695 -1.583
Cl 1.410 3.252 1.334
Cl 3.385 1.637 0.176
```

Orbital gap (spin up / spin down) ... 5.96 / 5.62 eV
Expectation value of S² ... 2.01
HOMO (spin up / spin down) ... -3.223 / -4.589 eV
Charge ... -1
LUMO (spin up / spin down) ... 2.7 / 1.0 eV
2S+1 ... 3

***

# 6
A gas-phase ion, C6H16N (charge +1), computed with ωB97M-V/def2-TZVPD.

```
23
Properties=species:S:1:pos:R:3
C 0.497 1.743 1.463
C -0.560 0.842 2.084
C -0.990 -0.328 1.161
C 0.101 -1.196 0.493
C -0.334 -1.545 -0.968
C -0.270 -0.430 -1.984
N 1.130 0.156 -2.077
H 0.058 2.182 0.557
H 0.639 2.596 2.138
H 1.511 1.412 1.235
H -1.434 1.447 2.289
H -0.252 0.354 3.008
H -1.705 -0.927 1.729
H -1.483 0.123 0.296
H 1.035 -0.635 0.652
H 0.299 -2.170 0.937
H 0.315 -2.366 -1.278
H -1.385 -1.805 -0.861
H -0.916 0.396 -1.681
H -0.606 -0.750 -2.968
H 1.179 0.885 -2.777
H 1.418 0.661 -1.235
H 1.756 -0.646 -2.211
```

Orbital gap ... 10.99 eV
HOMO ... -14.608 eV
Charge ... +1
SMILES ... CCCCCC[NH3+]
LUMO ... -3.6 eV
Relative energy (zero: lowest compared OMol25 entry of this formula, charge and spin) ... 14.7 kcal per mole
2S+1 ... 1

***

# 7
A molecular structure, C30H23IrNO5P, computed with ωB97M-V/def2-TZVPD.

```
61
Properties=species:S:1:pos:R:3
Ir 1.050 1.334 -1.610
C -3.822 1.992 -1.891
C -2.414 2.455 -2.150
C -1.830 3.434 -1.340
C -0.549 3.868 -1.570
C 0.230 3.337 -2.627
C -0.347 2.362 -3.433
C -1.666 1.929 -3.180
H -4.545 2.711 -2.284
H -4.012 1.891 -0.821
H -4.017 1.032 -2.369
H -2.398 3.855 -0.517
H -0.114 4.630 -0.936
H 1.155 3.823 -2.904
H 0.164 2.002 -4.315
H -2.087 1.164 -3.822
O 3.131 -4.177 -2.965
C 2.767 -3.064 -2.734
C 3.268 -2.154 -1.584
O 4.003 -2.476 -0.686
C 2.550 -0.898 -1.802
C 1.630 -0.996 -2.815
O 0.804 0.024 -3.016
C 1.667 -2.283 -3.500
O 1.009 -2.695 -4.419
O 2.607 0.223 -1.113
N 0.444 1.461 0.141
P 0.291 0.164 1.089
C -0.270 -1.264 0.149
C -1.449 -1.110 -0.588
C -1.894 -2.133 -1.403
C -1.175 -3.321 -1.484
C -0.016 -3.485 -0.744
C 0.446 -2.454 0.067
C -1.026 0.532 2.265
C -1.432 1.852 2.433
C -2.430 2.158 3.349
C -3.027 1.148 4.089
C -2.635 -0.172 3.912
C -1.637 -0.481 3.001
C 1.746 -0.308 2.048
C 1.748 -1.396 2.925
C 2.897 -1.730 3.619
C 4.051 -0.973 3.452
C 4.050 0.118 2.600
C 2.901 0.452 1.897
H -1.999 -0.177 -0.532
H -2.797 -2.006 -1.986
H -1.512 -4.115 -2.138
H 0.550 -4.406 -0.816
H 1.375 -2.574 0.610
H -0.966 2.625 1.833
H -2.745 3.185 3.480
H -3.808 1.387 4.800
H -3.111 -0.962 4.478
H -1.361 -1.517 2.843
H 0.856 -1.993 3.065
H 2.897 -2.582 4.286
H 4.954 -1.244 3.984
H 4.949 0.704 2.466
H 2.900 1.289 1.213
```

Orbital gap ... 6.95 eV
HOMO ... -7.863 eV
LUMO ... -0.9 eV
Relative energy (zero: lowest compared OMol25 entry of this formula, charge and spin) ... 5.7 kcal per mole
2S+1 ... 1

***

# 8
3 unconnected molecules or ions with the total composition C21H46ClO10P, computed with ωB97M-V/def2-TZVPD.

```
79
Properties=species:S:1:pos:R:3
C 5.753 -0.376 2.025
C 5.176 -0.627 3.424
C 4.632 -2.033 3.707
Cl 5.835 -3.290 3.306
C 3.227 -2.262 3.086
C 2.867 -3.743 2.906
C 1.479 -4.056 2.279
C 0.451 -4.615 3.291
C 1.657 -5.067 1.125
O 3.025 -1.453 1.900
C 3.379 -1.931 0.684
O 4.203 -2.786 0.510
C 2.675 -1.254 -0.480
O 1.808 -0.236 -0.103
C 0.430 -0.498 -0.228
O -0.276 0.492 0.431
C 0.375 0.945 1.625
C -0.648 1.409 2.641
O 0.011 2.048 3.714
P 2.021 -1.504 4.303
O 1.777 -0.035 4.236
H 5.035 0.143 1.387
H 6.627 0.275 2.102
H 6.075 -1.299 1.543
H 5.960 -0.454 4.169
H 4.372 0.086 3.641
H 4.521 -2.120 4.790
H 3.641 -4.198 2.297
H 2.958 -4.225 3.889
H 1.060 -3.146 1.832
H -0.094 -5.458 2.864
H -0.308 -3.874 3.559
H 0.930 -4.925 4.222
H 2.599 -4.929 0.594
H 0.829 -4.994 0.413
H 1.645 -6.091 1.515
H 3.449 -0.824 -1.125
H 2.192 -2.059 -1.048
H 0.109 -0.495 -1.278
H 0.211 -1.496 0.205
H 1.053 1.766 1.375
H 0.953 0.138 2.063
H -1.349 2.126 2.210
H -1.211 0.532 2.992
H 0.641 1.416 4.102
H 2.556 -1.920 5.534
H 0.855 -2.257 4.130
C -3.043 1.865 -0.492
O -4.003 2.820 -0.075
C -4.464 3.642 -1.132
C -5.811 3.199 -1.657
O -5.753 1.911 -2.251
C -6.252 0.878 -1.422
H -2.901 1.157 0.320
H -3.382 1.324 -1.382
H -2.081 2.341 -0.705
H -3.736 3.654 -1.950
H -4.554 4.663 -0.749
H -6.131 3.907 -2.427
H -6.555 3.212 -0.854
H -7.346 0.912 -1.371
H -5.842 0.942 -0.412
H -5.953 -0.069 -1.869
C -3.636 2.539 -4.836
O -2.689 3.570 -4.590
C -1.533 3.125 -3.903
C -0.361 2.907 -4.833
O -0.589 1.845 -5.743
C -0.983 2.273 -7.032
H -4.369 2.932 -5.539
H -3.163 1.656 -5.273
H -4.148 2.263 -3.912
H -1.746 2.202 -3.353
H -1.263 3.897 -3.175
H 0.519 2.646 -4.236
H -0.140 3.834 -5.373
H -0.136 2.704 -7.578
H -1.789 3.010 -6.983
H -1.336 1.396 -7.571
```

Orbital gap ... 9.51 eV
HOMO ... -9.097 eV
SMILES ... CC[C@H](Cl)[C@](CC(C)C)(OC(=O)COCOCCO)[PH2]=O.COCCOC.COCCOC
LUMO ... 0.4 eV
Relative energy (zero: lowest compared OMol25 entry of this formula, charge and spin) ... 0.0 kcal per mole
2S+1 ... 1

***

# 9
3 unconnected molecules or ions with the total composition C10H19ClN5O9S2, computed with ωB97M-V/def2-TZVPD.

```
46
Properties=species:S:1:pos:R:3
N -3.091 -2.444 1.800
C -3.241 -2.268 0.361
C -1.852 -1.973 -0.421
N -0.912 -1.360 0.535
C 0.090 -1.852 1.260
N 0.585 -0.799 1.973
C -0.142 0.298 1.682
N -0.018 1.527 2.181
C -0.959 2.548 1.686
C -0.876 3.894 2.443
O -0.749 4.874 1.816
Cl -1.015 3.990 4.216
N -1.091 -0.055 0.760
H -2.401 -3.149 2.042
H -2.943 -1.572 2.295
H -3.631 -3.204 -0.078
H -3.878 -1.379 0.186
H -1.430 -2.884 -0.884
H -2.067 -1.240 -1.231
H 0.405 -2.913 1.214
H 0.707 1.695 2.870
H -1.993 2.144 1.837
H -0.781 2.650 0.592
H -1.813 0.460 0.273
C 3.316 -6.102 -1.131
C 3.350 -4.964 -0.131
O 2.106 -4.276 -0.324
S 0.974 -5.341 -0.761
O 0.232 -5.699 0.400
O 0.354 -4.870 -1.949
O 1.955 -6.555 -1.133
H 3.560 -5.755 -2.137
H 3.986 -6.913 -0.856
H 4.190 -4.293 -0.292
H 3.375 -5.338 0.895
C -0.334 6.090 -1.335
C 1.122 6.499 -1.417
O 1.767 5.403 -2.073
S 0.743 4.731 -3.121
O 1.009 5.250 -4.412
O 0.683 3.334 -2.854
O -0.606 5.418 -2.568
H -0.501 5.384 -0.520
H -0.997 6.945 -1.214
H 1.562 6.674 -0.437
H 1.250 7.390 -2.035
```

Orbital gap ... 9.85 eV
HOMO ... -12.805 eV
Charge ... +1
LUMO ... -3.0 eV
2S+1 ... 1

***

# 10
7 unconnected molecules or ions with the total composition C10H34N2O7, computed with ωB97M-V/def2-TZVPD.

```
53
Properties=species:S:1:pos:R:3
C -3.141 0.022 1.875
C -2.346 -0.737 2.900
O -1.938 -1.939 2.261
H -4.196 -0.266 1.897
H -2.834 -0.166 0.837
H -3.261 1.081 1.913
H -2.992 -0.903 3.787
H -1.435 -0.340 3.264
H -2.002 -2.720 2.840
C 2.677 -1.598 -0.570
C 4.086 -2.139 -0.331
O 4.988 -1.077 0.068
H 1.958 -2.398 -0.633
H 2.768 -1.092 -1.518
H 2.401 -0.840 0.087
H 4.394 -2.612 -1.198
H 4.223 -2.971 0.387
H 5.146 -0.484 -0.641
C -2.954 2.136 -0.989
C -3.666 1.797 -2.306
O -3.039 2.544 -3.315
H -3.006 3.252 -0.866
H -1.988 1.705 -0.914
H -3.534 1.676 -0.206
H -4.725 2.139 -2.147
H -3.641 0.685 -2.503
H -3.372 3.456 -3.244
C 1.628 1.819 0.992
O 1.794 0.652 1.674
N 2.544 2.822 1.017
N 0.510 2.044 0.402
H 3.560 2.564 1.362
H 2.174 3.756 1.339
H -0.043 1.167 0.270
H 0.325 2.859 -0.125
C 1.339 -3.044 2.499
O 1.208 -1.786 3.073
H 2.286 -3.163 1.982
H 0.495 -3.271 1.842
H 1.274 -3.793 3.245
H 1.276 -1.154 2.319
C 1.151 0.717 -3.134
O 1.583 2.029 -3.589
H 1.497 0.552 -2.117
H 1.596 -0.011 -3.718
H 0.090 0.698 -2.973
H 0.897 2.335 -4.167
C -0.993 -1.130 -0.842
O -0.526 -0.318 0.286
H -0.276 -1.578 -1.535
H -1.514 -0.418 -1.455
H -1.724 -1.783 -0.472
H -0.724 -0.776 1.091
```

Orbital gap ... 9.56 eV
HOMO ... -9.005 eV
SMILES ... NC(N)=O.CCO.CCO.CCO.CO.CO.CO
LUMO ... 0.6 eV
Relative energy (zero: lowest compared OMol25 entry of this formula, charge and spin) ... 99.3 kcal per mole
2S+1 ... 1

***

# 11
A molecular structure, CHBr2P, computed with ωB97M-V/def2-TZVPD.

```
5
Properties=species:S:1:pos:R:3
C 3.947 0.909 0.045
P -0.377 1.151 0.391
Br 2.028 1.544 0.081
Br 4.132 -0.884 -0.110
H -0.291 -0.123 0.838
```

Orbital gap (spin up / spin down) ... 5.72 / 7.30 eV
HOMO (spin up / spin down) ... -7.748 / -8.991 eV
LUMO (spin up / spin down) ... -2.0 / -1.7 eV
Relative energy (zero: lowest compared OMol25 entry of this formula, charge and spin) ... 103.4 kcal per mole
2S+1 ... 1